The following is a quantum chemistry calculation of C32H40FeN5OP2 as an isolated structure at a distorted geometry, from OMol25.

Spin multiplicity: 6
Expectation value of S²: 8.768
HOMO-LUMO gap (spin up / spin down): 0.2016 / 0.2935 hartree
Total charge: 0

CARTESIAN COORDINATES (ANGSTROEM)
Fe  -1.97038  2.80716  -0.96105
C  1.04444  3.70892  1.78932
C  0.97589  3.05053  0.62569
C  0.78145  1.57365  0.43575
C  -0.69264  1.09121  0.31820
C  -1.68102  1.32928  1.45296
C  -1.42737  1.94983  2.65831
C  -0.12361  1.94953  3.35060
C  0.80101  3.18876  3.16947
C  -3.39333  4.36244  -0.27208
H  1.24023  4.77486  1.78224
H  1.47295  3.51160  -0.25794
H  1.34137  1.05538  1.21925
H  1.28826  1.33406  -0.52102
H  -1.06647  1.41948  -0.71980
H  -0.66231  -0.00321  0.14486
H  -2.70906  0.89161  1.31497
H  -2.17606  2.55530  3.14961
H  0.38314  1.03575  3.03307
H  -0.35453  1.89264  4.42875
H  0.40293  4.01158  3.78637
H  1.79725  2.96639  3.57078
H  -3.06906  5.41526  -0.05679
H  -4.19058  4.09893  0.46247
H  -3.88059  4.26073  -1.28893
P  -1.06749  -3.34707  -1.10609
P  1.79612  -2.00859  -2.04146
N  -1.64735  -4.09235  0.40964
N  -1.87509  -4.66032  -2.16992
N  2.88753  -2.12961  -0.64656
N  3.13835  -2.18919  -3.28988
C  0.47168  -4.34587  -1.14388
C  1.52637  -3.81678  -2.10823
C  -2.00096  -3.27221  1.49084
C  -2.38637  -4.06893  2.56230
C  -2.20786  -5.43292  2.16668
C  -1.70048  -5.41618  0.86669
C  -2.72254  -4.25944  -3.19823
C  -3.27175  -5.38945  -3.81515
C  -2.70561  -6.53487  -3.17634
C  -1.82406  -6.05670  -2.20826
C  2.69114  -1.14397  0.32863
C  3.53797  -1.38356  1.39803
C  4.24024  -2.59676  1.11984
C  3.77966  -3.06790  -0.11070
C  4.37463  -2.83970  -3.25477
C  4.99706  -2.72607  -4.49967
C  4.05836  -2.07964  -5.37312
C  2.91149  -1.83064  -4.62257
H  0.24912  -5.37429  -1.46512
H  0.88927  -4.45432  -0.13928
H  2.45982  -4.39747  -1.99578
H  1.17476  -4.04766  -3.12572
H  -1.95155  -2.20292  1.36680
H  -2.77421  -3.71456  3.51127
H  -2.44830  -6.31806  2.74718
H  -1.37505  -6.24081  0.26367
H  -2.84455  -3.20696  -3.39726
H  -4.00388  -5.38496  -4.61310
H  -2.92408  -7.58282  -3.36777
H  -1.15371  -6.64055  -1.59385
H  1.95120  -0.38253  0.13631
H  3.64020  -0.73884  2.26396
H  5.00829  -3.05611  1.73184
H  4.03391  -3.99566  -0.60246
H  4.70804  -3.35078  -2.37206
H  5.99870  -3.06163  -4.74622
H  4.20204  -1.83217  -6.41703
H  1.94519  -1.45550  -4.90990
O  -1.37284  5.56809  2.51750
N  -1.42997  6.85125  2.29322
C  -0.68167  7.48001  1.32863
C  -0.62402  8.87532  1.32893
C  -1.64075  9.56171  2.02128
C  -2.36038  8.91036  3.02956
C  -2.30015  7.53224  3.09628
H  -0.06052  6.85161  0.68454
H  0.20142  9.42606  0.82128
H  -1.88996  10.60997  1.81274
H  -2.96556  9.37242  3.81766
H  -2.79374  6.85663  3.78003

The following is a quantum chemistry calculation of one molecule with the formula C3H6N2O3 at a distorted geometry, from OMol25.

SMILES: N[C@H](O)/N=C\C(=O)O
HOMO-LUMO gap: 0.3918 hartree
Total charge: 0

CARTESIAN COORDINATES (ANGSTROEM)
C  1.62920  -0.31354  -0.10918
C  -1.23701  -0.10689  -0.04007
N  -1.98689  0.85625  0.72290
C  0.78498  0.46504  -1.08893
O  -0.46244  -0.90169  0.80844
O  1.99735  -1.49747  -0.59417
O  2.00484  0.12486  0.96169
N  -0.46503  0.56353  -1.07136
H  2.54416  -1.97031  0.05396
H  -0.11499  -0.35390  1.56206
H  -1.93381  -0.77233  -0.56803
H  -2.72011  1.26719  0.15882
H  -1.37643  1.60682  1.03521
H  1.33620  1.03244  -1.83136

The following is a quantum chemistry calculation of a 2-piece molecular cluster, C2HN2O2 overall at a distorted geometry, from OMol25.

HOMO-LUMO gap (spin up / spin down): 0.2725 / 0.2724 hartree
Total charge: -1

CARTESIAN COORDINATES (ANGSTROEM)
C  0.39991  -1.16910  -0.72212
C  0.47593  0.11858  -1.12432
N  0.66414  -2.18065  -0.19987
N  -0.24749  0.86279  0.97961
O  -0.05890  2.01568  1.32678
O  -0.86616  -0.03446  1.48439
H  -0.36743  0.38716  -1.74448